[1]
DFT (wB97M-V/def2-TZVPD) results for C38H73F5N3O9PS as an isolated structure in a non-equilibrium geometry.

Geometry (Å):
C 2.42912 -1.56121 2.48014
C 1.18600 -0.76283 2.83835
O 0.77925 0.12487 1.77235
P -0.13862 -0.50379 0.62716
O -0.22003 -1.96823 0.70052
C -1.72932 0.34734 0.80893
C -2.98170 -0.56170 0.86361
C -3.85174 -0.32514 -0.35430
C -3.47836 -0.92869 -1.61279
O -2.43648 -1.81678 -1.57474
C -2.94138 -3.15646 -1.34372
C -1.82377 -4.18360 -1.30898
N -2.14576 -5.29320 -2.21277
C -1.00938 -6.14994 -2.50317
C 0.10795 -5.46339 -3.34609
C 1.34667 -5.17328 -2.50311
O -0.35968 -4.33402 -4.04251
C -4.11677 -0.65931 -2.80732
C -3.71380 -1.19747 -4.15938
F -3.82090 -0.19990 -5.06382
F -2.42919 -1.58814 -4.19464
C -4.61393 -2.37824 -4.65177
F -3.97363 -3.53683 -4.45765
F -4.83742 -2.25253 -5.97582
C -5.25668 0.20700 -2.74608
N -6.05544 0.56785 -3.75263
S -7.19148 1.50848 -3.13843
N -6.75752 1.51483 -1.60235
C -5.66211 0.75119 -1.50478
C -4.95909 0.50068 -0.28721
C -5.45079 1.15195 0.97521
C -6.28025 0.20786 1.88369
C -6.80374 -1.03631 1.20514
F -7.52137 -1.77570 2.13753
O 0.48819 0.10443 -0.69727
C 0.98469 -0.80454 -1.71019
C 2.05506 -0.08026 -2.50432
H 3.01167 -1.05700 1.71928
H 3.04435 -1.63019 3.37463
H 2.16749 -2.57362 2.19401
H 0.37512 -1.40075 3.16954
H 1.43030 -0.10699 3.66761
H -1.68166 0.93977 1.71686
H -1.84454 1.05992 -0.00283
H -2.72802 -1.61060 0.95623
H -3.55911 -0.30188 1.73884
H -3.56764 -3.17101 -0.45164
H -3.58569 -3.40859 -2.18330
H -0.88954 -3.71472 -1.56315
H -1.71775 -4.54095 -0.28182
H -2.87019 -5.83799 -1.76635
H -0.58450 -6.60001 -1.59922
H -1.38988 -6.98033 -3.09477
H 0.40260 -6.17491 -4.11191
H 1.53805 -6.03387 -1.86914
H 1.19451 -4.32958 -1.83614
H 2.21942 -5.03040 -3.13249
H -0.18256 -3.53565 -3.54247
H -5.58082 -2.39545 -4.15514
H -6.10703 1.95669 0.66811
H -4.62085 1.52826 1.55826
H -5.71200 -0.11501 2.75232
H -7.14169 0.73342 2.28472
H -5.99821 -1.67967 0.86455
H -7.46804 -0.79922 0.37763
H 1.41491 -1.69132 -1.26725
H 0.15420 -1.03664 -2.37000
H 1.64057 0.53865 -3.29000
H 2.65929 -0.84397 -2.99471
H 2.72348 0.46131 -1.84728
C 2.88310 -0.86234 8.63386
C 2.84215 -1.81385 7.44978
O 3.61528 -1.38696 6.34461
C 5.00686 -1.24635 6.57769
C 5.68985 -2.54059 6.98162
H 2.62595 0.14979 8.31906
H 2.17372 -1.18345 9.39708
H 3.87148 -0.82788 9.09444
H 1.81981 -1.88271 7.07628
H 3.13478 -2.82432 7.75669
H 5.19557 -0.45844 7.31454
H 5.42889 -0.89753 5.63506
H 5.36132 -2.88044 7.96550
H 6.77037 -2.39920 7.02102
H 5.46377 -3.33271 6.26585
C -6.59966 6.86806 -7.20015
C -6.30663 6.62923 -5.72833
O -7.22241 5.75572 -5.09515
C -7.27983 4.44143 -5.61689
C -5.96841 3.68032 -5.52077
H -7.63331 7.18845 -7.33613
H -5.93823 7.64067 -7.59292
H -6.44735 5.96780 -7.79746
H -6.38649 7.57104 -5.18517
H -5.27903 6.27288 -5.59310
H -7.64134 4.45313 -6.65142
H -8.04261 3.93281 -5.02583
H -5.20366 4.10919 -6.17032
H -6.10790 2.64141 -5.81938
H -5.58477 3.70431 -4.49979
C 4.09335 5.76023 -1.84652
C 2.89070 5.26997 -2.63580
O 2.60242 3.89783 -2.44909
C 2.28222 3.50843 -1.12582
C 1.04237 4.18501 -0.56641
H 4.96074 5.12845 -2.04174
H 4.33482 6.78507 -2.12981
H 3.90722 5.74941 -0.77144
H 3.08815 5.37947 -3.70235
H 2.00895 5.88204 -2.41369
H 3.14020 3.66343 -0.46096
H 2.11033 2.43525 -1.17222
H 1.19369 5.25519 -0.41409
H 0.78085 3.74669 0.39735
H 0.20098 4.06160 -1.24987
C 9.33460 -2.04284 3.64990
C 8.44996 -0.91829 4.16119
O 8.68646 -0.57889 5.51528
C 9.98694 -0.11018 5.81932
C 10.36816 1.16513 5.08665
H 9.27013 -2.90853 4.31028
H 9.02233 -2.34011 2.64857
H 10.38239 -1.74363 3.59438
H 7.40770 -1.23654 4.11595
H 8.53741 -0.03286 3.52181
H 10.73028 -0.89513 5.63964
H 9.98068 0.07682 6.89326
H 10.47336 1.00225 4.01288
H 11.32157 1.54050 5.45879
H 9.60685 1.93202 5.23447

For the frontier orbital gap, the calculation gives 8.00 eV. The lowest unoccupied orbital energy is -0.80 eV. As for the net charge: 0.

Löwdin atomic charge list, values in e, 6 entries: number 1, C, carries -0.064; number 2, C, carries -0.261; number 3, O, carries -0.209; number 4, P, carries 0.497; number 5, O, carries -0.243; number 6, C, carries -0.154


[2]
DFT (wB97M-V/def2-TZVPD) results for a 6-piece molecular cluster, C38H75N2O23S5 overall in a non-equilibrium geometry.

Geometry (Å):
C 4.97101 -3.72655 1.99406
C 3.67667 -4.08886 1.06951
C 3.50982 -3.09872 -0.18876
C 3.14307 -3.99873 -1.45894
C 2.99610 -3.18440 -2.83712
C 2.53397 -1.65455 -2.68176
C 3.82807 -0.69464 -2.72663
C 3.95358 0.16373 -1.34623
C 3.93594 1.75564 -1.59967
C 2.49109 2.31550 -1.19223
C 2.14893 2.22912 0.37404
C 0.68575 1.57285 0.55565
C -0.50796 2.64349 0.38071
C -0.95926 2.88354 -1.13527
C -2.07021 1.83358 -1.65718
C -3.44779 1.96927 -0.85751
C -4.49070 0.79066 -1.14184
C -5.48111 0.60833 0.13465
C -5.94012 -0.90667 0.15556
C -5.13041 -1.92995 1.02327
C -3.56858 -2.17915 0.62089
C -3.54098 -2.87999 -0.77471
C -2.37303 -2.83426 -1.82517
C -1.45435 -4.17766 -1.92111
O -1.48611 -1.71327 -1.87272
N -3.17140 -3.19953 1.67896
N -2.00400 -3.86377 1.34764
C -0.94125 -3.44731 2.00389
C -0.77198 -3.37483 3.58729
C 0.31030 -3.01410 1.07237
C -2.77529 -0.88465 1.03151
O -1.69945 -0.36530 0.61388
O -3.27149 -0.23398 2.17923
H 5.81826 -4.42338 1.69700
H 5.22459 -2.61948 1.93356
H 4.66134 -3.97467 3.07229
H 3.77693 -5.14710 0.65362
H 2.79031 -4.09539 1.78123
H 4.49526 -2.51566 -0.31971
H 2.70429 -2.31150 0.03448
H 2.18674 -4.58006 -1.19144
H 3.97884 -4.77562 -1.62850
H 2.16694 -3.70854 -3.44442
H 3.93742 -3.24149 -3.47790
H 1.85736 -1.46766 -1.78867
H 1.90997 -1.39985 -3.61678
H 4.78167 -1.32028 -2.78679
H 3.80401 0.06666 -3.57203
H 3.12260 -0.14403 -0.61492
H 4.93547 -0.14143 -0.83357
H 4.78962 2.27905 -1.04317
H 4.11176 1.99862 -2.71436
H 2.43957 3.41739 -1.52678
H 1.70998 1.67163 -1.73869
H 2.25202 3.21346 0.93857
H 2.88792 1.48406 0.84298
H 0.62140 1.20824 1.64694
H 0.54130 0.63915 -0.09005
H -0.10919 3.63919 0.80299
H -1.34072 2.31682 1.08067
H -1.45943 3.91287 -1.19218
H -0.07716 2.89748 -1.86179
H -1.62442 0.78308 -1.64604
H -2.29637 2.10799 -2.74904
H -3.28397 1.98592 0.28214
H -3.95293 2.94358 -1.20178
H -3.88476 -0.17234 -1.34095
H -5.10660 0.95342 -2.09986
H -5.08305 1.04071 1.10139
H -6.41481 1.23625 -0.12909
H -7.02509 -0.91079 0.56118
H -6.07814 -1.22084 -0.94794
H -5.61189 -2.97039 0.83441
H -5.25255 -1.79046 2.15799
H -4.50274 -2.59339 -1.34992
H -3.72665 -4.00796 -0.58206
H -2.86778 -2.84068 -2.87773
H -1.22210 -4.64779 -0.92028
H -0.48605 -4.01249 -2.49551
H -2.05936 -4.94029 -2.54250
H -0.65277 -1.88767 -2.34502
H -3.96236 -3.81689 1.89694
H -0.84615 -2.26128 3.86827
H 0.27061 -3.73772 3.85485
H -1.60998 -3.94901 4.12253
H -0.14487 -2.39860 0.22613
H 0.75045 -3.97129 0.60107
H 1.06918 -2.44257 1.69270
C 3.70863 6.90550 0.52068
C 4.79655 7.64078 -0.24621
O 5.67814 6.61800 -0.70897
S 4.81932 5.27142 -1.00178
O 4.52768 5.22007 -2.40246
O 5.42701 4.18915 -0.29287
O 3.46862 5.70903 -0.21926
H 4.05108 6.62492 1.52065
H 2.79330 7.49208 0.60278
H 5.33204 8.35774 0.37580
H 4.38535 8.15396 -1.12046
C 6.91855 -0.00555 -4.84523
C 8.26165 -0.51206 -5.34547
O 7.99595 -1.81722 -5.85944
S 6.49168 -1.85040 -6.46818
O 6.57524 -1.65088 -7.88408
O 5.79126 -2.95039 -5.88059
O 5.95980 -0.47541 -5.79396
H 6.67255 -0.43561 -3.87060
H 6.88693 1.08227 -4.77910
H 9.01084 -0.55458 -4.55528
H 8.63536 0.10557 -6.16754
C 5.70642 -6.20321 6.04142
C 6.86962 -6.88191 5.33529
O 7.51882 -5.84006 4.60725
S 7.36952 -4.44761 5.42722
O 8.56847 -4.23984 6.18292
O 6.82686 -3.46166 4.54625
O 6.20451 -4.92824 6.44849
H 4.86982 -6.03955 5.35650
H 5.36093 -6.77056 6.90597
H 6.54266 -7.67479 4.66301
H 7.58593 -7.28835 6.05545
C -10.40751 3.65615 -1.55903
C -9.96437 4.18590 -0.20478
O -8.56260 3.92778 -0.14556
S -7.94091 4.02847 -1.63996
O -7.37651 5.33496 -1.80630
O -7.20966 2.82950 -1.90304
O -9.34349 3.97748 -2.45632
H -10.51993 2.56847 -1.53949
H -11.33997 4.11049 -1.89529
H -10.47993 3.69978 0.62147
H -10.11070 5.26759 -0.13771
C -6.70449 4.69808 3.25523
C -7.01210 5.65966 4.39249
O -8.42336 5.87667 4.32188
S -9.13726 4.52667 3.77590
O -9.62425 3.78716 4.90107
O -9.96463 4.87247 2.65890
O -7.80604 3.78950 3.22358
H -6.66561 5.22032 2.29528
H -5.77012 4.15850 3.41159
H -6.47269 6.60170 4.29797
H -6.78768 5.20821 5.36319

For the frontier orbital gap, the calculation gives 5.46 eV. The lowest unoccupied orbital energy is 1.76 eV. As for the net charge: -1.

Löwdin atomic charge list, values in e, 6 entries: number 1, C, carries -0.123; number 2, C, carries -0.247; number 3, C, carries -0.215; number 4, C, carries -0.202; number 5, C, carries -0.200; number 6, C, carries -0.197


[3]
DFT (wB97M-V/def2-TZVPD) results for a 12-piece molecular cluster, C38H76F6N2O36P4 overall in a non-equilibrium geometry.

Geometry (Å):
C 3.53517 -5.62547 0.37494
C 4.62466 -6.22588 1.32608
C 4.03639 -6.23309 2.76400
O 2.72976 -6.76752 2.91002
C 2.41595 -7.19617 4.17472
N 4.77266 -7.52363 0.69479
H 3.58923 -4.54213 0.48231
H 2.54666 -6.07742 0.45667
H 3.89593 -5.77672 -0.64245
H 5.54324 -5.65285 1.19975
H 3.95567 -5.22712 3.17585
H 4.78064 -6.72230 3.39238
H 2.61578 -6.43833 4.93224
H 2.85089 -8.17222 4.38980
H 1.34910 -7.41962 4.17385
H 3.96078 -8.11859 0.77839
H 5.37888 -8.01812 1.33360
C 3.64390 2.53409 -12.30020
C 3.42274 2.70435 -10.80109
C 2.15237 1.94942 -10.31930
O 1.97525 2.04196 -8.91895
C 1.08626 1.07618 -8.47171
N 4.61948 2.22142 -10.15417
H 2.71653 2.89646 -12.74380
H 3.80024 1.49739 -12.59838
H 4.47455 3.19828 -12.53888
H 3.23298 3.74565 -10.54070
H 2.20364 0.90639 -10.63168
H 1.30320 2.43167 -10.80347
H 0.10368 1.10769 -8.94251
H 0.98712 1.11715 -7.38700
H 1.52159 0.08851 -8.62361
H 4.39514 2.20828 -9.16949
H 4.73697 1.22373 -10.25865
C 3.00601 5.84661 -1.43119
O 4.42465 5.49256 -1.37996
P 5.40860 6.23290 -0.31668
O 5.62981 7.69157 -0.32734
O 6.80485 5.45607 -0.40415
C 7.52116 5.46339 -1.64359
O 4.87809 5.68474 1.11774
C 3.93235 6.44708 1.94074
H 2.42930 5.27223 -0.70621
H 2.63486 5.77193 -2.45333
H 2.96510 6.90345 -1.16753
H 8.56897 5.74944 -1.55208
H 7.01433 6.12705 -2.34415
H 7.62058 4.45385 -2.04239
H 3.01645 5.85699 1.97269
H 3.70479 7.42275 1.51134
H 4.13839 6.52109 3.00853
C 0.99092 0.36644 -0.46470
O 0.65285 -0.16897 0.81429
P -0.73487 0.20162 1.61261
O -1.14135 1.60694 1.55486
O -1.78544 -0.84642 0.97278
C -2.17891 -0.79435 -0.36928
O -0.45905 -0.43092 3.08037
C -0.50315 -1.77332 3.24292
H 1.96430 0.85147 -0.39133
H 0.29400 1.12963 -0.81104
H 0.90348 -0.41861 -1.21580
H -3.25762 -0.89923 -0.25314
H -1.79357 -1.65365 -0.91812
H -1.97136 0.13644 -0.89717
H 0.12230 -2.21560 2.46748
H -1.49998 -2.21363 3.26598
H -0.01606 -1.95189 4.20154
C -7.27741 3.50777 -1.40342
O -7.12703 4.88201 -1.30310
P -7.00076 5.74327 -2.67218
O -8.11237 5.67501 -3.63491
O -6.78432 7.25237 -2.10290
C -7.84860 7.94348 -1.49343
O -5.56624 5.40717 -3.31248
C -4.34630 5.53686 -2.67376
H -8.12160 3.24707 -0.76509
H -6.44033 2.98002 -0.94638
H -7.53568 3.11820 -2.38811
H -8.80036 7.42103 -1.58988
H -7.95378 8.89734 -2.01036
H -7.63561 8.17678 -0.45023
H -4.01906 6.57438 -2.74140
H -3.63246 4.87184 -3.15985
H -4.47761 5.22604 -1.63730
C -6.52663 -6.34029 0.28390
O -7.44025 -6.29646 1.47023
P -9.08092 -6.49262 1.31038
O -9.56873 -7.84956 0.99613
O -9.70484 -5.82676 2.62493
C -9.35866 -4.42026 2.90399
O -9.48836 -5.39798 0.11620
C -10.84908 -5.17477 -0.02210
H -6.93321 -6.81984 -0.60650
H -5.58758 -6.87248 0.43584
H -6.31051 -5.32383 -0.04502
H -8.76785 -3.88641 2.15965
H -8.77515 -4.39285 3.82424
H -10.24342 -3.79183 3.00586
H -11.59491 -5.55002 0.67866
H -11.13287 -5.54874 -1.00582
H -11.06239 -4.10712 0.02997
C -0.19222 -5.87276 -6.57439
C 0.80756 -5.51963 -5.45835
O 0.43662 -6.50223 -4.49298
C -0.78433 -6.97533 -4.69391
O -1.48694 -7.59595 -3.91486
O -1.16388 -6.65758 -5.87083
F 0.47160 -4.38620 -4.89394
H 0.18257 -6.62245 -7.27123
H -0.64615 -5.03617 -7.10559
H 1.83398 -5.45043 -5.81860
C 5.32345 -2.20078 10.20073
C 4.37464 -3.08128 9.34216
O 5.19220 -3.37328 8.20821
C 6.46526 -3.39764 8.56820
O 7.40986 -3.78057 7.89356
O 6.54319 -2.77985 9.70945
F 3.34355 -2.39789 8.97421
H 5.36962 -2.21581 11.28964
H 5.36541 -1.13966 9.95501
H 4.02922 -3.94560 9.90938
C 5.79850 -1.40420 -5.26864
C 6.57082 -0.16099 -5.29059
O 7.32252 -0.22734 -4.18127
C 6.61473 -0.78024 -3.28078
O 6.75030 -0.61518 -2.06663
O 5.57284 -1.33328 -3.91664
F 5.83244 0.99667 -5.16149
H 6.30081 -2.32604 -5.56186
H 4.84209 -1.28720 -5.77822
H 7.19333 -0.13294 -6.18490
C -3.21682 6.92406 3.10801
C -3.33834 6.29583 4.54838
O -3.72542 7.42008 5.32188
C -4.00780 8.49057 4.52698
O -4.28704 9.62214 4.94408
O -3.95318 8.15271 3.23387
F -2.13619 5.77981 4.96460
H -3.66893 6.26509 2.36676
H -2.15469 6.99300 2.87297
H -4.08091 5.49791 4.54817
C 4.84721 0.73049 3.99011
C 6.01222 0.95646 4.99419
O 5.33278 1.50489 6.05708
C 4.21592 2.12768 5.60133
O 3.53405 2.99749 6.13280
O 3.86074 1.63953 4.40509
F 6.98073 1.73831 4.49709
H 4.52092 -0.30844 3.94260
H 5.20721 0.86221 2.96975
H 6.43424 -0.01429 5.25422
C -4.33334 -0.20705 7.39862
C -5.23494 -1.32487 6.89106
O -5.60928 -0.91175 5.59482
C -5.13314 0.25003 5.30341
O -5.40864 0.88931 4.29847
O -4.49429 0.81753 6.39712
F -6.28643 -1.37743 7.72420
H -3.26324 -0.41272 7.37213
H -4.64376 0.21829 8.35300
H -4.78016 -2.31492 6.85857

For the frontier orbital gap, the calculation gives 9.18 eV. As for the SMILES: O=C1OC[C@@H](F)O1.O=C1OC[C@@H](F)O1.O=C1OC[C@@H](F)O1.O=C1OC[C@@H](F)O1.O=C1OC[C@@H](F)O1.O=C1OC[C@@H](F)O1.COP(=O)(OC)OC.COP(=O)(OC)OC.COP(=O)(OC)OC.COP(=O)(OC)OC.COC[C@H](C)N.COC[C@H](C)N. The lowest unoccupied orbital energy is -0.48 eV. As for the net charge: 0.

Löwdin atomic charge list, values in e, 6 entries: number 1, C, carries -0.079; number 2, C, carries -0.392; number 3, C, carries -0.198; number 4, O, carries -0.192; number 5, C, carries -0.141; number 6, N, carries 0.015